Computed, not measured: a molecular structure, C22H23BN2O4OsSe2, with the ωB97M-V functional and the def2-TZVPD basis.

The geometry in XYZ format:
```
55
Properties=species:S:1:pos:R:3:forces:R:3
Os 0.511 0.681 -0.485 -0.030 -0.401 1.484
C 1.751 3.354 -4.509 0.024 -0.053 0.058
Se 0.352 4.303 -3.556 0.042 0.014 -0.018
C 1.056 4.091 -1.745 -0.045 0.013 -0.002
C -0.093 4.097 -0.755 -0.055 -0.037 -0.040
Se -1.134 2.444 -0.928 -0.295 0.127 -0.059
C -2.081 2.631 0.757 0.080 0.033 0.030
H 1.860 2.363 -4.080 -0.001 -0.059 0.017
H 2.685 3.909 -4.481 -0.020 0.002 -0.010
H 1.415 3.244 -5.537 -0.004 0.056 -0.035
H 1.755 4.895 -1.515 -0.016 0.031 -0.015
H 1.594 3.144 -1.701 0.035 -0.016 -0.050
H -0.787 4.914 -0.952 0.006 0.049 0.046
H 0.245 4.156 0.280 0.070 -0.074 -0.011
H -2.745 3.489 0.688 0.003 0.004 -0.010
H -1.351 2.758 1.554 -0.033 -0.007 -0.015
H -2.646 1.717 0.905 -0.002 -0.022 -0.011
O 1.925 -0.420 -4.221 -0.009 0.047 -0.051
C 1.584 -0.291 -3.061 -0.035 -0.010 -0.054
O 0.809 0.611 -2.568 0.043 0.011 -0.203
C 2.114 -1.247 -2.017 0.098 -0.102 0.054
C 2.910 -2.326 -2.352 -0.001 -0.031 0.038
C 3.355 -3.162 -1.345 0.020 -0.025 -0.026
C 2.997 -2.885 -0.033 -0.021 0.015 0.023
C 2.206 -1.786 0.230 -0.007 0.000 0.044
N 1.777 -0.983 -0.748 -0.051 0.121 -0.261
H 3.149 -2.475 -3.395 -0.010 0.012 0.000
H 3.973 -4.020 -1.575 -0.003 0.002 0.005
H 3.323 -3.512 0.785 -0.001 0.007 0.003
H 1.897 -1.524 1.232 0.004 -0.019 0.005
O -0.833 -2.053 -0.660 -0.033 -0.109 0.076
B -0.982 -0.673 -0.371 0.210 0.206 -0.386
O -2.317 -0.467 0.074 -0.042 0.004 -0.045
C -2.937 -1.691 0.045 0.028 0.081 0.035
C -4.231 -2.008 0.386 0.012 -0.002 -0.004
C -4.600 -3.349 0.264 -0.001 -0.008 0.001
C -3.699 -4.308 -0.180 -0.007 -0.008 0.003
C -2.388 -3.972 -0.520 0.001 0.011 0.002
C -2.036 -2.648 -0.396 0.037 0.007 -0.009
H -4.924 -1.252 0.728 0.003 -0.004 -0.004
H -5.609 -3.645 0.519 0.003 0.003 -0.001
H -4.020 -5.338 -0.266 0.004 0.005 0.000
H -1.679 -4.710 -0.871 -0.004 0.001 0.002
N 0.932 1.034 1.227 0.065 0.312 -0.616
C 0.693 0.653 2.542 -0.144 -0.256 0.168
C 1.438 1.264 3.557 0.041 0.036 -0.078
C 1.227 0.935 4.885 0.026 0.010 0.067
C 0.275 -0.017 5.226 0.022 0.016 -0.056
C -0.470 -0.636 4.229 -0.039 -0.046 0.013
C -0.268 -0.305 2.902 0.094 0.147 -0.080
H 2.178 2.003 3.275 -0.010 -0.015 -0.012
H 1.808 1.420 5.658 -0.005 -0.005 -0.005
H 0.113 -0.275 6.265 -0.004 -0.001 -0.001
H -1.217 -1.376 4.491 0.004 0.008 -0.007
H -0.860 -0.757 2.119 -0.051 -0.081 0.003
```
Positions in Å, forces in eV/Å.

Computed properties:
E_LUMO (hartree): -0.026
2S+1: 1
Total charge: 0
Energy above the lowest of the compared OMol25 structures with the same formula, charge and spin (kcal/mol): 0.0
HOMO-LUMO gap (eV): 6.5
Energy (a.u.): -6181.092134

Atomic partial charges in e from the Mulliken method, atoms 1 to 6:
1 Os 2.1152
2 C -0.4416
3 Se 0.0363
4 C -0.6273
5 C -0.8444
6 Se 0.0239